[1]
A cluster of 2 separate species, C26H17F4O in total in a non-equilibrium geometry. Source: the OMol25 dataset; level of theory: wB97M-V/def2-TZVPD.

Results
* HOMO level: -12.16 eV
* ΔE to the lowest compared entry with this formula, charge and spin: 0.0 kJ/mol

```
! wB97M-V def2-TZVPD RIJCOSX def2/J DEFGRID3
* xyz 1 1
F -1.1616 2.1741 -3.6345
C -0.1436 1.2526 -3.4784
C 0.1985 0.4202 -4.5379
C 1.1990 -0.5208 -4.3097
F 1.5173 -1.3858 -5.3357
C 1.8370 -0.6444 -3.0865
C 1.4649 0.1943 -2.0240
C 1.9442 -0.2175 -0.6656
C 2.3348 0.7556 0.4060
C 3.3541 0.3310 1.2736
C 3.5467 0.9900 2.4763
F 4.5058 0.5360 3.3587
C 2.7711 2.0823 2.8607
C 1.7856 2.5030 1.9744
F 0.9397 3.5343 2.3388
C 1.5729 1.8840 0.7421
C 0.4695 1.1623 -2.2286
H -0.3006 0.5150 -5.4984
H 2.6119 -1.3958 -2.9518
H 2.6614 -1.0549 -0.7257
H 3.9797 -0.5211 1.0170
H 2.9173 2.5912 3.8129
H 0.8165 2.2813 0.0760
H 0.1527 1.8328 -1.4360
H 1.0671 -0.6343 -0.2562
C -0.9142 -1.7879 0.7471
C -0.8374 -0.9241 1.8526
C -1.9894 -0.1074 2.0556
O -2.9716 0.0627 1.0853
C -2.7949 -0.6060 -0.1215
C -1.6630 -1.4330 -0.3875
C -1.5412 -1.9648 -1.7104
C -2.5869 -1.8169 -2.6119
C -3.7471 -1.1009 -2.2702
C -3.8562 -0.4985 -1.0168
C -2.2625 0.4909 3.2832
C -1.3125 0.4093 4.3014
C -0.1088 -0.2846 4.0906
C 0.1528 -0.9217 2.8854
H -0.0802 -2.4592 0.5924
H -0.6375 -2.5250 -1.9745
H -2.5178 -2.2753 -3.6002
H -4.5799 -1.0198 -2.9735
H -4.7528 0.0358 -0.6921
H -3.2296 0.9835 3.4131
H -1.5245 0.8778 5.2657
H 0.6248 -0.3324 4.8977
H 1.0882 -1.4679 2.7211
*
```

***

[2]
A structure of composition C28H56ClIN2O11PS6 in a non-equilibrium geometry. Source: the OMol25 dataset; level of theory: wB97M-V/def2-TZVPD.

Results
* HOMO level: -10.94 eV
* ΔE to the lowest compared entry with this formula, charge and spin: 0.0 kJ/mol

```
! wB97M-V def2-TZVPD RIJCOSX def2/J DEFGRID3
* xyz 1 1
C -1.7740 4.5162 2.6546
C -2.1927 3.0307 2.5373
O -3.5554 2.9254 2.1354
C -1.3470 2.3586 1.4550
C -1.0165 0.8831 1.6769
P 0.0230 0.4279 0.1635
S 1.8105 1.2103 0.1194
C -2.2651 -0.0734 1.8045
I -3.0127 -0.8150 -0.0760
C -1.6688 -1.2682 2.5224
N -2.1599 -2.5514 2.5196
N -0.5636 -0.9293 3.1188
Cl 0.4547 -1.9551 3.9589
C -0.3251 0.5303 2.9949
C 1.0072 1.1114 3.4306
H -0.9309 4.6320 3.3344
H -1.4432 4.8333 1.6631
H -2.6269 5.1357 2.9255
H -2.0729 2.5715 3.5258
H -4.0865 3.4329 2.7541
H -1.9283 2.4069 0.5298
H -0.4179 2.9105 1.3198
H 0.0552 -0.9711 0.0259
H -0.7188 0.9877 -0.8904
H -3.1007 0.3758 2.3440
H -2.7582 -2.7056 3.3346
H -1.3977 -3.2262 2.6469
H -1.0186 0.9358 3.7480
H 0.9289 2.1960 3.4278
H 1.1826 0.8187 4.4696
H 1.8570 0.7781 2.8443
C -0.7959 4.4862 -4.9334
C 0.0413 3.2905 -5.4084
C 0.2398 2.3606 -4.2038
S -1.1872 2.6158 -3.1465
O -0.7457 3.1953 -1.8960
O -2.0233 1.4373 -3.1423
C -1.9529 3.8942 -4.1329
H -1.1572 5.0857 -5.7669
H -0.1914 5.1312 -4.2922
H -0.4942 2.7616 -6.1991
H 0.9997 3.6057 -5.8165
H 0.2795 1.3118 -4.4864
H 1.1257 2.6208 -3.6262
H -2.4458 4.6081 -3.4768
H -2.6841 3.4117 -4.7809
C -1.5619 -8.0736 2.1191
C -2.3507 -8.4521 3.3840
C -2.4586 -7.1870 4.2505
S -2.4069 -5.8119 3.1025
O -1.1953 -5.0438 3.3395
O -3.6851 -5.1403 3.0716
C -2.1814 -6.7767 1.6233
H -1.6092 -8.8466 1.3564
H -0.5114 -7.9130 2.3624
H -3.3485 -8.7982 3.1078
H -1.8665 -9.2561 3.9348
H -3.3865 -7.1339 4.8145
H -1.6087 -7.0857 4.9231
H -1.5442 -6.2306 0.9324
H -3.1648 -6.9369 1.1816
C 6.2245 -1.3791 -0.3863
C 7.0295 -0.9600 -1.6242
C 6.1723 -1.2773 -2.8567
S 4.4621 -1.1696 -2.3147
O 3.8629 -2.4817 -2.4031
O 3.8304 -0.0270 -2.9246
C 4.8192 -0.8234 -0.5962
H 6.6681 -1.0001 0.5330
H 6.1888 -2.4688 -0.3188
H 7.2321 0.1117 -1.5816
H 7.9888 -1.4723 -1.6749
H 6.3245 -0.5677 -3.6656
H 6.3382 -2.2910 -3.2164
H 4.0621 -1.2927 0.0268
H 4.7921 0.2575 -0.4652
C -2.8411 7.3269 0.0415
C -3.5753 8.6023 -0.3934
C -2.5822 9.7653 -0.2658
S -0.9462 9.0554 -0.4988
O -0.2093 9.1763 0.7330
O -0.3912 9.5066 -1.7476
C -1.4907 7.3587 -0.6659
H -3.4022 6.4284 -0.2152
H -2.6940 7.3347 1.1242
H -3.8957 8.5020 -1.4322
H -4.4658 8.7816 0.2070
H -2.7374 10.5326 -1.0196
H -2.6048 10.2116 0.7264
H -0.7450 6.6996 -0.2268
H -1.5928 7.1502 -1.7305
C 1.7140 -4.5047 -1.7771
C 2.5708 -5.6703 -2.2872
C 2.8005 -6.6238 -1.1066
S 1.3811 -6.4291 -0.0245
O 1.8167 -5.8635 1.2288
O 0.5732 -7.6272 -0.0443
C 0.5789 -5.1438 -0.9804
H 1.3332 -3.8941 -2.5938
H 2.3119 -3.8602 -1.1293
H 2.0393 -6.1932 -3.0847
H 3.5169 -5.3224 -2.6973
H 2.8616 -7.6647 -1.4138
H 3.6851 -6.3543 -0.5330
H 0.0750 -4.4563 -0.3030
H -0.1468 -5.6266 -1.6355
*
```

***

[3]
A structure of composition C10H10ClF5OPdTe in a non-equilibrium geometry. Source: the OMol25 dataset; level of theory: wB97M-V/def2-TZVPD.

Results
* HOMO level (alpha / beta): -7.49 / -9.24 eV

```
! wB97M-V def2-TZVPD RIJCOSX def2/J DEFGRID3
* xyz 0 5
C -2.1280 -1.2197 -0.3710
C -1.5298 -1.3955 -1.6811
C -1.3372 -0.1150 -2.2215
H -1.2886 -2.3572 -2.1092
C -1.7060 0.8893 -1.2915
C -2.2653 0.2146 -0.1370
H -2.7025 0.6635 0.7323
H -2.4210 -2.0001 0.3173
H -0.9178 0.0826 -3.2304
H -1.6587 1.9577 -1.4090
Pd -0.3359 -0.4007 -0.0973
Cl 0.2676 -2.5235 0.7899
C 2.3848 -0.1589 0.0037
C 1.9995 1.0787 -0.5874
C 1.5138 0.7858 -1.9108
H 2.0243 2.0601 -0.1142
C 1.6402 -0.6053 -2.1381
C 2.2048 -1.2018 -0.9673
H 2.3672 -2.2740 -0.8032
H 2.7854 -0.2995 1.0257
H 1.0981 1.5386 -2.6081
H 1.3336 -1.1582 -3.0413
F -1.6730 2.1003 3.3220
Te -0.1818 0.9455 3.0877
F 1.2756 -0.2706 2.9696
F -0.2701 0.4674 4.9291
F 1.0261 2.3367 3.5438
F -1.4160 -0.4844 2.7474
O -0.0894 1.3438 1.2500
*
```

***

[4]
The molecule C19H21BrN2O. Source: the OMol25 dataset; level of theory: wB97M-V/def2-TZVPD.

Results
* HOMO level: -8.16 eV
* ΔE to the lowest compared entry with this formula, charge and spin: 37.7 kJ/mol
* SMILES string: Cc1ccc(N2CCN(C(=O)c3ccccc3Br)CC2)c(C)c1

```
! wB97M-V def2-TZVPD RIJCOSX def2/J DEFGRID3
* xyz 0 1
C 4.5538 -4.2254 -0.2616
C 3.2717 -3.4524 -0.1892
C 3.2690 -2.0984 0.1129
C 2.0806 -1.3978 0.1917
C 0.8595 -2.0309 -0.0178
C 0.8466 -3.3999 -0.3090
C 2.0512 -4.0807 -0.3934
H 2.0356 -5.1390 -0.6159
C -0.4439 -4.1352 -0.5064
H -0.7109 -4.1691 -1.5632
H -1.2436 -3.6378 0.0360
H -0.3525 -5.1601 -0.1541
N -0.3795 -1.3469 0.0631
C -0.5088 -0.3012 1.0618
H -1.4521 -0.4566 1.6020
C -0.5407 1.1040 0.4565
N -1.6909 1.2000 -0.4173
C -2.3346 2.3408 -0.7290
O -3.2338 2.3977 -1.5466
C -1.8916 3.5746 0.0080
C -1.1210 4.5365 -0.6312
C -0.7989 5.7200 0.0105
C -1.2562 5.9603 1.2956
C -2.0346 5.0177 1.9450
C -2.3456 3.8365 1.2949
Br -3.4038 2.5317 2.2007
H -2.4012 5.1958 2.9443
H -1.0128 6.8847 1.7966
H -0.1963 6.4584 -0.4959
H -0.7831 4.3489 -1.6393
C -2.1114 -0.0382 -1.0509
C -0.9207 -0.9640 -1.2346
H -1.2375 -1.8636 -1.7669
H -0.1613 -0.4585 -1.8558
H -2.5615 0.2173 -2.0133
H -2.8741 -0.5281 -0.4349
H 0.3800 1.2946 -0.1130
H -0.6021 1.8477 1.2530
H 0.3017 -0.3833 1.7869
H 2.1102 -0.3406 0.4150
H 4.2043 -1.5829 0.2790
H 5.3839 -3.5761 -0.5299
H 4.4819 -5.0278 -0.9923
H 4.7750 -4.6728 0.7082
*
```

***

Which formula does entry 4 have? C19H21BrN2O